No. 1
Formula: C16H41B3O6
Source: the Open Molecules 2025 dataset
Level of theory: ωB97M-V with the def2-TZVPD basis set

```
66
Properties=species:S:1:pos:R:3:forces:R:3
C 4.2086 -3.0335 -1.7940 -0.73 0.26 -0.38
C 2.8783 -2.2754 -2.1390 0.80 -0.77 -0.93
C 2.0847 -3.1531 -3.1492 0.21 0.77 0.01
C 0.7863 -2.4773 -3.6720 -0.42 -0.85 0.29
B -0.5663 -3.1604 -3.1930 -0.31 -0.36 -0.99
O -0.6534 -4.3688 -2.4480 -0.35 2.13 1.08
B -1.4254 -4.0224 -1.3070 -0.77 -1.10 -0.99
O -2.7527 -3.5412 -1.4752 2.13 1.39 -0.41
B -2.6097 -2.4135 -2.3340 -0.25 -1.01 -0.89
O -1.7960 -2.5037 -3.4772 0.52 -0.01 1.79
H 5.0757 -2.3642 -1.8499 -0.20 -0.20 0.45
H 4.3670 -3.8053 -2.5624 0.03 0.13 0.27
H 4.1148 -3.5284 -0.8223 0.37 0.19 -0.15
H 3.1382 -1.3532 -2.6831 -0.24 -0.05 0.44
H 2.3079 -2.0315 -1.2348 0.04 0.02 -0.25
H 2.7538 -3.3040 -4.0125 -0.14 -0.04 0.33
H 1.9297 -4.1455 -2.7041 -0.28 0.23 -0.16
H 0.7752 -2.4656 -4.7769 -0.06 0.04 0.32
H 0.7121 -1.4148 -3.3749 0.14 -0.33 -0.06
H -0.9388 -4.0768 -0.2287 -0.08 -0.24 0.15
H -3.1077 -1.3632 -2.1066 -0.37 -0.11 0.11
C 2.7627 -1.1562 2.6776 0.04 0.12 0.00
C 3.6407 -2.3417 2.3181 -0.03 0.02 0.04
O 4.7256 -2.0110 1.4691 0.01 -0.10 -0.16
C 5.6500 -1.0647 1.9759 0.06 0.05 0.03
C 6.3319 -1.5002 3.2607 -0.08 -0.10 0.10
H 2.3737 -0.6817 1.7743 0.02 -0.05 0.01
H 1.9218 -1.4813 3.2927 0.01 -0.02 -0.03
H 3.3105 -0.3965 3.2371 -0.03 -0.04 0.07
H 3.0448 -3.0739 1.7704 0.11 0.00 -0.09
H 4.0039 -2.8494 3.2182 -0.02 0.06 0.06
H 5.1669 -0.0895 2.0983 -0.01 0.01 0.09
H 6.4051 -0.9385 1.1982 -0.11 -0.08 -0.08
H 5.6199 -1.6303 4.0774 0.02 0.08 0.02
H 7.0634 -0.7535 3.5731 0.00 -0.01 -0.03
H 6.8439 -2.4534 3.1171 0.02 0.04 -0.03
C -1.5541 0.9337 0.8398 -0.14 0.02 -0.13
C -0.0916 1.1804 0.5192 -0.04 0.00 0.06
O 0.2051 1.1133 -0.8657 0.14 -0.17 -0.06
C -0.4792 2.0412 -1.6919 -0.06 0.07 -0.08
C -0.2076 3.4925 -1.3400 0.05 0.04 0.17
H -1.8689 -0.0393 0.4550 0.04 -0.02 0.05
H -1.7151 0.9521 1.9191 0.02 -0.01 -0.01
H -2.2033 1.6886 0.3936 0.03 0.07 0.11
H 0.5158 0.4078 0.9942 0.04 0.00 -0.15
H 0.2452 2.1362 0.9346 -0.07 0.04 0.01
H -1.5541 1.8318 -1.6893 -0.03 0.07 0.06
H -0.1307 1.8501 -2.7084 0.07 -0.12 0.08
H -0.5499 3.7394 -0.3338 -0.09 0.02 -0.05
H -0.7231 4.1538 -2.0380 0.01 -0.03 -0.01
H 0.8629 3.7023 -1.3840 -0.02 -0.01 -0.05
C -6.4740 2.4459 0.2404 -0.05 0.14 -0.03
C -5.1184 2.3636 0.9185 -0.07 -0.05 0.02
O -4.2777 3.4755 0.6557 0.20 -0.07 -0.10
C -4.7698 4.7395 1.0663 -0.02 0.09 0.04
C -5.0308 4.8407 2.5586 -0.04 -0.13 0.08
H -6.3550 2.5503 -0.8395 0.01 -0.04 0.02
H -7.0534 1.5439 0.4433 0.04 0.00 -0.01
H -7.0548 3.3007 0.5902 -0.03 -0.05 0.06
H -4.5851 1.4891 0.5430 0.10 0.09 -0.02
H -5.2271 2.2181 1.9986 -0.08 0.02 0.01
H -5.6639 5.0037 0.4921 -0.07 -0.01 0.05
H -4.0018 5.4637 0.7898 0.05 -0.12 -0.07
H -5.8025 4.1426 2.8868 -0.05 0.07 -0.01
H -5.3613 5.8477 2.8176 0.03 -0.01 -0.02
H -4.1232 4.6146 3.1212 0.00 0.04 -0.03
```
Forces are in eV/Å.

Properties
charge = 0
lowest unoccupied orbital energy = 0.023 hartree
HOMO = -9.66 eV
2S+1 = 1

No. 2
Formula: C24H21F5N9O2Pb
Source: the Open Molecules 2025 dataset
Level of theory: ωB97M-V with the def2-TZVPD basis set

```
62
Properties=species:S:1:pos:R:3:forces:R:3
Pb -2.0352 2.6235 -1.0248 -0.23 -0.70 -1.01
C -2.4073 -1.3147 3.2542 -1.83 0.38 1.65
N -2.6125 -0.6723 1.9458 0.31 -0.78 -0.98
C -2.5870 0.6181 1.6075 -0.04 -1.09 1.52
N -2.5743 0.7531 0.3092 0.58 -0.82 -1.13
C -2.5435 -0.5507 -0.1433 -0.58 -1.06 -0.37
N -2.6410 -1.5118 0.7730 0.79 3.97 0.62
C -1.5354 -2.5239 3.1591 -0.90 -0.32 0.57
C -2.1502 -3.7950 3.3644 -0.86 0.02 0.25
C -1.4994 -4.9620 3.1282 2.38 -1.35 -0.91
C -0.1262 -4.8640 2.6935 -1.47 -2.31 -0.02
C 0.4576 -3.6289 2.5129 1.63 -0.11 -0.70
C -0.2319 -2.4663 2.8360 0.87 1.31 -0.14
C 1.7248 -3.5527 1.8098 -0.49 2.70 0.89
N 2.4849 -4.5085 1.3664 2.35 0.73 -1.96
N 3.5387 -3.8516 0.6645 -1.05 -5.14 1.34
C 3.4050 -2.6114 0.7847 -1.48 3.86 0.27
O 2.2376 -2.2710 1.5154 0.79 -1.60 -0.66
C 4.2601 -1.6001 0.1301 -2.22 -1.83 1.39
C 5.5392 -1.9726 -0.2324 1.46 -0.14 -0.21
C 6.4004 -0.9640 -0.7166 -0.60 -1.78 0.48
C 5.9001 0.2852 -0.9762 -0.56 0.19 -0.38
C 4.5370 0.5636 -0.7226 -0.90 1.02 -0.89
C 3.9445 1.8984 -1.2363 -0.11 0.78 0.35
N 2.4858 1.8943 -1.4819 -2.26 -1.78 -0.97
C 1.4289 2.4650 -0.8781 1.36 -0.71 -0.33
N 0.2846 1.9749 -1.3733 0.16 -0.08 0.54
C 0.6773 1.0272 -2.2883 1.20 0.40 -0.36
N 1.9918 0.9678 -2.4748 -0.84 1.05 2.20
C 3.7027 -0.3614 -0.1376 0.15 1.44 0.25
H -3.3937 -1.7119 3.5954 0.51 0.56 -0.34
H -2.1452 -0.5516 4.0482 0.12 -0.70 -1.18
H -2.5887 1.4340 2.2989 0.00 0.09 0.47
H -2.4668 -0.7104 -1.2093 -0.23 -0.39 0.12
H -3.1693 -3.9623 3.7459 0.29 0.90 -0.34
H -2.0315 -5.9443 3.1889 0.80 1.02 0.15
H 0.4897 -5.7476 2.4260 -0.74 0.48 0.28
H 0.3425 -1.5406 2.8121 -0.48 0.04 -0.23
H 5.8701 -3.0338 -0.1290 -0.25 1.13 0.05
H 7.4114 -1.2725 -0.9117 0.30 0.34 -0.24
H 6.5302 0.9970 -1.4979 -0.08 0.18 0.24
H 4.2773 2.1610 -2.2391 0.85 -0.07 0.22
H 4.1581 2.7369 -0.5261 -0.14 -0.59 -0.68
H 1.5764 3.1586 -0.0611 -0.29 0.13 -0.14
H -0.0746 0.4035 -2.7772 0.59 0.27 -0.18
H 2.6653 -0.0856 0.1417 0.82 -0.50 -0.29
C -2.7123 2.4237 -4.7943 -1.44 0.39 1.02
C -3.2099 1.2728 -3.9697 0.31 -1.03 -0.62
N -4.0681 0.4710 -4.5910 -0.41 -0.81 0.28
O -2.7120 0.9376 -2.8396 -0.19 1.02 -0.29
H -3.3634 2.5936 -5.6555 0.02 0.30 0.30
H -1.7761 2.1273 -5.1971 1.14 -0.09 -0.15
H -2.6493 3.2988 -4.1326 0.22 0.04 -0.60
H -4.5918 0.7421 -5.4452 0.84 -0.33 0.92
H -4.2090 -0.4835 -4.2106 -0.22 1.09 -0.34
F -1.8105 5.6932 0.3306 0.64 -1.30 -0.04
C -2.0094 4.5304 0.9583 0.22 2.67 2.85
F -1.1408 4.4114 1.9924 -0.49 -0.46 -1.52
C -3.4732 4.6196 1.5196 -0.81 0.02 0.86
F -3.6389 5.3591 2.6201 1.05 -0.62 -0.59
F -4.1557 5.1811 0.5698 -0.99 0.24 -1.19
F -3.9878 3.4037 1.7709 0.45 -0.30 -0.11
```
Forces are in eV/Å.

Properties
charge = +3
lowest unoccupied orbital energy (spin up / spin down) = -0.442 / -0.411 hartree
HOMO (spin up / spin down) = -16.75 / -17.03 eV
energy relative to the best compared isomer or geometry (same formula, charge and spin) = 0.0 kJ/mol
2S+1 = 1

No. 3
Formula: C30H22ClIrO7S
Source: the Open Molecules 2025 dataset
Level of theory: ωB97M-V with the def2-TZVPD basis set

```
62
Properties=species:S:1:pos:R:3:forces:R:3
Ir 0.7695 -0.1031 -1.3275 -2.27 0.69 2.89
C -3.6474 -0.1902 -1.8400 0.23 -0.08 0.27
C -2.2041 -0.2603 -2.2912 -0.91 0.07 -0.26
O -1.3651 -0.2754 -1.3826 0.51 -0.27 0.02
C -1.9308 -0.2576 -3.7024 0.92 -0.06 -0.08
C -2.9802 -0.1147 -4.6321 -0.07 0.14 -0.27
C -2.7542 0.0162 -5.9760 -0.28 -0.07 0.11
C -1.4424 -0.0683 -6.4620 0.04 -0.08 0.16
C -0.4006 -0.2732 -5.6091 0.24 -0.07 0.33
C -0.5820 -0.3629 -4.1929 -1.69 0.49 -0.47
O 0.4530 -0.5517 -3.4912 2.60 0.26 2.46
H -3.6765 -0.2330 -0.7535 0.04 -0.01 -0.01
H -4.2141 -1.0290 -2.2379 -0.10 0.04 -0.09
H -4.0901 0.7486 -2.1698 -0.11 -0.04 -0.07
H -3.9994 -0.0978 -4.2826 -0.10 0.10 0.08
H -3.5772 0.1688 -6.6582 -0.07 -0.05 -0.01
H -1.2580 0.0127 -7.5220 0.05 0.02 -0.14
H 0.6160 -0.3741 -5.9553 0.10 0.04 -0.10
Cl 1.6730 7.0521 0.9569 -0.01 0.02 0.01
C 1.4153 5.5152 0.2022 1.08 -0.61 1.22
C 0.5704 5.4365 -0.9083 -0.46 -1.26 -0.89
C 0.3513 4.2106 -1.4868 -0.31 1.32 -0.11
C 0.9638 3.0196 -1.0315 -0.30 -2.27 -0.79
O 0.5990 1.9297 -1.6189 0.27 1.16 0.08
C 1.9149 3.1299 0.0558 0.38 -1.43 0.15
C 2.7887 2.1523 0.5445 -0.03 -0.25 -1.40
O 3.2179 0.9749 0.0547 0.62 2.58 2.55
C 2.0479 4.4005 0.6829 -0.29 1.34 0.07
H 0.0950 6.3245 -1.2939 -0.07 0.06 -0.02
H -0.3235 4.1146 -2.3230 -0.03 -0.05 -0.08
H 3.4197 2.4183 1.3805 -0.02 -0.02 0.15
H 2.7070 4.4965 1.5308 0.10 0.03 0.11
O 0.3234 -0.1868 1.1674 0.19 0.92 -1.38
C 0.3218 -1.5080 1.7042 0.25 -1.80 -0.93
C 0.4209 -2.5788 0.4782 -0.44 1.18 2.49
O 0.2292 -3.7294 0.7788 0.11 -0.53 -0.31
O 0.7382 -2.0815 -0.6212 0.61 0.69 -3.00
C -0.9787 -1.8168 2.3819 -0.24 0.37 0.27
C -1.1026 -2.9402 3.1943 -0.02 0.12 0.02
C -2.3288 -3.2552 3.7514 0.00 0.00 -0.03
C -3.4372 -2.4614 3.5034 -0.06 0.07 -0.02
C -3.3129 -1.3379 2.7033 -0.10 -0.09 0.04
C -2.0922 -1.0195 2.1366 0.23 -0.07 0.10
C 1.5686 -1.6544 2.5453 -0.11 0.32 0.21
C 2.7772 -2.0457 1.9825 -0.10 -0.10 0.04
C 3.9439 -1.9744 2.7225 0.07 0.00 -0.12
C 3.9175 -1.5060 4.0241 0.09 -0.02 0.07
C 2.7140 -1.1344 4.5961 0.01 0.15 0.21
C 1.5442 -1.1992 3.8614 0.02 -0.04 -0.14
H 0.7627 0.3949 1.8012 -0.01 -0.04 -0.08
H -0.2458 -3.5704 3.3773 0.06 -0.02 -0.02
H -2.4227 -4.1275 4.3784 0.00 -0.13 0.07
H -4.3959 -2.7190 3.9272 -0.09 -0.02 0.08
H -4.1693 -0.7095 2.5170 -0.15 0.08 -0.04
H -1.9871 -0.1557 1.4990 -0.05 0.07 -0.07
H 2.8054 -2.4111 0.9675 0.03 -0.02 -0.12
H 4.8772 -2.2735 2.2706 0.10 -0.04 -0.04
H 4.8338 -1.4312 4.5911 0.06 -0.04 0.07
H 2.6855 -0.7767 5.6149 0.01 0.01 0.10
H 0.6037 -0.9000 4.3022 -0.09 0.01 0.07
S 3.5594 -0.9953 -1.5833 0.91 0.85 0.69
C 2.6888 0.1724 -0.8309 -1.38 -3.63 -4.08
```
Forces are in eV/Å.

Properties
charge = 0
lowest unoccupied orbital energy (spin up / spin down) = -0.093 / -0.093 hartree
HOMO (spin up / spin down) = -7.79 / -7.76 eV
energy relative to the best compared isomer or geometry (same formula, charge and spin) = 331.9 kJ/mol
2S+1 = 1

Across the entries above, electronic energy takes the values -31575.70219; -61540.27677; -71992.74397 eV, respectively.